Entry 1:
# C44H90BFN3O11

6 unconnected molecules or ions with the total composition C44H90BFN3O11 (wB97M-V/def2-TZVPD, OMol25).

Geometry (Å):
C1 9.29 -4.60 1.66
C2 8.57 -3.34 1.17
O1 8.42 -2.44 2.29
C3 7.30 -1.71 2.44
O2 6.87 -1.48 3.53
C4 6.67 -1.14 1.18
C5 5.59 -0.11 1.52
C6 5.22 0.80 0.35
N1 3.78 0.73 0.00
F1 3.15 1.65 0.85
C7 3.50 1.20 -1.32
N2 3.57 2.54 -1.62
C8 4.83 3.09 -2.13
C9 5.45 4.15 -1.19
O3 4.48 4.87 -0.46
C10 2.33 3.27 -1.95
C11 1.17 2.96 -1.01
C12 -0.20 3.23 -1.67
C13 -0.84 1.95 -2.22
C14 -1.24 0.94 -1.16
C15 -1.91 -0.29 -1.78
C16 -2.22 -1.47 -0.81
C17 -1.96 -1.22 0.67
C18 -2.94 -0.27 1.41
C19 -4.17 0.18 0.64
O4 -5.03 -0.93 0.46
C20 -5.88 -0.78 -0.66
N3 3.20 0.30 -2.18
C21 3.02 -1.13 -1.83
C22 4.34 -1.90 -1.83
O5 4.19 -3.22 -2.31
B1 2.98 0.63 -3.67
O6 1.68 0.50 -4.02
C23 4.13 0.89 -4.68
C24 4.57 -0.48 -5.29
H1 10.26 -4.72 1.18
H2 9.43 -4.54 2.74
H3 8.69 -5.49 1.46
H4 9.15 -2.84 0.40
H5 7.59 -3.59 0.77
H6 6.25 -1.97 0.61
H7 7.46 -0.69 0.57
H8 5.98 0.50 2.34
H9 4.69 -0.61 1.89
H10 5.42 1.84 0.61
H11 5.81 0.58 -0.55
H12 5.56 2.28 -2.25
H13 4.67 3.51 -3.13
H14 5.99 4.88 -1.79
H15 6.17 3.68 -0.52
H16 4.04 4.27 0.15
H17 2.03 3.09 -3.00
H18 2.59 4.33 -1.90
H19 1.21 1.92 -0.68
H20 1.26 3.60 -0.13
H21 -0.08 3.94 -2.49
H22 -0.87 3.68 -0.94
H23 -0.12 1.47 -2.89
H24 -1.71 2.21 -2.83
H25 -1.88 1.42 -0.42
H26 -0.35 0.60 -0.61
H27 -1.25 -0.65 -2.57
H28 -2.83 0.04 -2.27
H29 -1.58 -2.30 -1.12
H30 -3.24 -1.81 -0.97
H31 -2.01 -2.19 1.18
H32 -0.94 -0.86 0.82
H33 -2.41 0.61 1.78
H34 -3.32 -0.79 2.29
H35 -3.94 0.66 -0.32
H36 -4.69 0.93 1.25
H37 -6.44 0.16 -0.62
H38 -5.30 -0.80 -1.59
H39 -6.58 -1.62 -0.66
H40 2.50 -1.20 -0.87
H41 2.36 -1.54 -2.60
H42 5.05 -1.41 -2.49
H43 4.73 -1.93 -0.82
H44 3.35 -3.59 -2.04
H45 1.32 1.18 -4.60
H46 3.73 1.50 -5.49
H47 5.01 1.38 -4.28
H48 5.18 -1.04 -4.59
H49 3.71 -1.09 -5.58
H50 5.19 -0.29 -6.17
C25 9.16 8.44 -1.82
C26 8.45 8.01 -0.54
C27 7.10 7.55 -1.08
O7 7.35 7.02 -2.39
C28 8.67 7.39 -2.81
H51 10.24 8.47 -1.74
H52 8.82 9.43 -2.12
H53 8.98 7.18 -0.07
H54 8.35 8.80 0.20
H55 6.40 8.38 -1.15
H56 6.65 6.76 -0.47
H57 9.31 6.50 -2.78
H58 8.62 7.75 -3.83
C29 -8.59 -1.90 3.42
C30 -7.71 -1.83 2.18
C31 -6.43 -2.51 2.67
O8 -6.85 -3.47 3.64
C32 -8.22 -3.26 3.99
H59 -9.66 -1.81 3.21
H60 -8.32 -1.11 4.13
H61 -8.16 -2.40 1.37
H62 -7.53 -0.82 1.82
H63 -5.76 -1.79 3.15
H64 -5.88 -3.01 1.88
H65 -8.83 -4.05 3.55
H66 -8.32 -3.32 5.07
C33 -3.38 -3.64 -5.17
C34 -2.17 -4.58 -5.15
C35 -1.74 -4.49 -3.69
O9 -2.93 -4.28 -2.94
C36 -4.01 -3.94 -3.81
H67 -4.06 -3.83 -6.00
H68 -3.05 -2.60 -5.22
H69 -2.47 -5.59 -5.40
H70 -1.38 -4.28 -5.84
H71 -1.06 -3.65 -3.53
H72 -1.25 -5.40 -3.34
H73 -4.69 -4.79 -3.87
H74 -4.55 -3.09 -3.39
C37 -2.76 5.25 2.80
C38 -3.48 4.49 3.92
C39 -3.52 3.08 3.34
O10 -2.34 2.94 2.53
C40 -1.74 4.22 2.34
H75 -2.29 6.18 3.13
H76 -3.46 5.49 2.00
H77 -2.88 4.51 4.83
H78 -4.47 4.88 4.14
H79 -4.40 2.93 2.71
H80 -3.51 2.30 4.11
H81 -0.82 4.27 2.93
H82 -1.48 4.32 1.28
C41 -9.66 -7.47 5.82
C42 -10.59 -6.90 6.88
C43 -10.56 -5.41 6.55
O11 -10.37 -5.32 5.13
C44 -10.00 -6.60 4.61
H83 -9.81 -8.53 5.63
H84 -8.62 -7.32 6.11
H85 -11.60 -7.29 6.75
H86 -10.28 -7.10 7.90
H87 -9.73 -4.91 7.05
H88 -11.49 -4.89 6.81
H89 -10.84 -7.01 4.05
H90 -9.16 -6.47 3.93

Its HOMO-LUMO gap is 6.365 eV. The value obtained for the largest force on an atom is 0.0146 Eh/bohr. The calculation puts the total energy at -2846.77373 hartree. As for the net charge: +1. As for the HOMO energy: -10.05 eV.

---

Entry 2:
# C44H90F6N13O10S

11 unconnected molecules or ions with the total composition C44H90F6N13O10S at a distorted geometry (wB97M-V/def2-TZVPD, OMol25).

Geometry (Å):
C1 -1.65 0.06 0.23
O1 -0.67 -0.13 1.29
O2 -2.90 -0.14 0.78
C2 -1.51 1.46 -0.48
F1 -0.34 1.57 -1.16
F2 -2.46 1.60 -1.46
F3 -1.68 2.59 0.24
C3 0.68 -0.58 1.23
C4 1.31 -0.84 2.60
H1 1.04 0.02 3.22
H2 0.68 -1.59 3.09
H3 2.37 -1.08 2.67
H4 1.23 0.19 0.68
H5 0.75 -1.49 0.63
H6 -1.48 -0.70 -0.55
C5 2.18 -4.58 3.68
C6 3.46 -4.31 2.96
O3 3.72 -3.17 2.67
N1 4.26 -5.57 2.68
H7 3.95 -6.22 3.41
H8 4.03 -5.92 1.75
C7 5.75 -5.34 2.84
H9 1.59 -5.32 3.15
H10 1.55 -3.71 3.91
H11 2.35 -4.89 4.72
H12 6.16 -4.64 2.12
H13 6.28 -6.28 2.77
H14 5.85 -5.01 3.87
C8 4.68 0.18 -2.56
C9 3.55 -0.79 -2.42
O4 2.42 -0.57 -2.68
N2 3.98 -2.12 -1.78
H15 3.90 -2.84 -2.50
H16 4.96 -2.07 -1.53
C10 3.19 -2.37 -0.44
H17 4.60 0.75 -1.63
H18 4.43 0.90 -3.33
H19 5.65 -0.27 -2.74
H20 3.16 -1.50 0.21
H21 3.73 -3.25 -0.09
H22 2.24 -2.62 -0.90
C11 -1.44 -2.67 -3.83
C12 -2.01 -3.92 -3.21
O5 -2.98 -3.88 -2.50
N3 -1.67 -5.13 -4.04
H23 -1.34 -4.97 -4.99
H24 -0.77 -5.46 -3.69
C13 -2.73 -6.28 -3.95
H25 -0.35 -2.67 -3.92
H26 -1.54 -1.87 -3.10
H27 -1.99 -2.52 -4.76
H28 -3.00 -6.53 -2.92
H29 -2.37 -7.19 -4.43
H30 -3.57 -5.83 -4.47
C14 -1.76 -3.40 1.94
C15 -2.32 -2.90 3.25
O6 -2.28 -3.56 4.22
N4 -2.91 -1.50 3.25
H31 -2.99 -1.00 2.34
H32 -3.86 -1.58 3.62
C16 -2.13 -0.50 4.10
H33 -2.13 -2.96 1.01
H34 -2.09 -4.43 1.80
H35 -0.68 -3.31 1.85
H36 -1.20 -0.35 3.56
H37 -1.86 -0.83 5.10
H38 -2.72 0.42 4.11
C17 4.27 -0.11 5.04
C18 4.24 -1.40 5.86
O7 4.10 -2.51 5.44
N5 4.59 -1.20 7.31
H39 4.35 -0.25 7.61
H40 4.06 -1.67 8.05
C19 6.09 -1.45 7.55
H41 5.11 -0.15 4.34
H42 4.48 0.79 5.62
H43 3.33 -0.12 4.50
H44 6.51 -0.95 8.42
H45 6.59 -1.06 6.66
H46 6.19 -2.53 7.48
C20 1.63 3.49 3.29
C21 0.38 3.27 2.47
N6 -0.15 4.55 2.02
C22 0.53 5.53 1.37
C23 -0.28 6.59 1.10
N7 -1.51 6.22 1.64
C24 -1.41 5.02 2.23
C25 -2.75 7.06 1.53
H47 2.03 2.51 3.57
H48 1.35 3.99 4.21
H49 2.45 4.09 2.90
H50 -0.37 2.74 3.05
H51 0.68 2.70 1.59
H52 1.57 5.39 1.11
H53 -0.09 7.52 0.59
H54 -2.31 4.50 2.51
H55 -2.77 7.52 0.55
H56 -2.76 7.89 2.23
H57 -3.59 6.42 1.76
C26 -2.12 1.87 -4.68
C27 -1.44 1.97 -6.06
N8 -1.18 0.70 -6.72
C28 -2.08 -0.32 -6.68
C29 -1.58 -1.41 -7.36
N9 -0.31 -1.02 -7.78
C30 -0.07 0.24 -7.36
C31 0.53 -1.87 -8.62
H58 -1.54 1.32 -3.95
H59 -3.14 1.48 -4.68
H60 -2.13 2.90 -4.31
H61 -0.54 2.56 -5.89
H62 -2.19 2.51 -6.65
H63 -3.07 -0.14 -6.30
H64 -2.01 -2.33 -7.71
H65 0.88 0.74 -7.45
H66 0.96 -1.44 -9.52
H67 0.02 -2.81 -8.80
H68 1.39 -2.17 -8.02
C32 0.98 4.25 -2.83
C33 2.42 4.18 -2.29
N10 3.14 5.46 -2.52
C34 4.42 5.72 -2.09
C35 4.69 7.04 -2.37
N11 3.72 7.46 -3.27
C36 2.82 6.47 -3.41
C37 3.63 8.78 -3.89
H69 0.95 4.20 -3.92
H70 0.55 5.19 -2.49
H71 0.39 3.45 -2.38
H72 2.96 3.38 -2.81
H73 2.52 3.92 -1.24
H74 4.92 5.06 -1.39
H75 5.48 7.68 -2.01
H76 1.90 6.46 -3.97
H77 4.56 9.29 -4.15
H78 3.22 9.47 -3.15
H79 3.00 8.72 -4.77
C38 -5.97 -3.17 0.84
C39 -6.54 -1.72 1.02
N12 -6.86 -1.15 -0.30
C40 -5.99 -0.32 -0.96
C41 -6.44 -0.26 -2.25
N13 -7.67 -0.95 -2.27
C42 -7.89 -1.50 -1.05
C43 -8.63 -0.82 -3.36
H80 -5.06 -3.30 1.42
H81 -5.67 -3.48 -0.17
H82 -6.65 -3.96 1.15
H83 -5.87 -1.02 1.51
H84 -7.41 -1.72 1.68
H85 -5.11 0.01 -0.43
H86 -6.10 0.27 -3.12
H87 -8.73 -2.07 -0.68
H88 -9.55 -0.64 -2.81
H89 -8.63 -1.76 -3.92
H90 -8.51 0.01 -4.05
C44 0.44 -1.35 6.41
F4 1.16 -0.20 6.36
F5 -0.06 -1.74 5.22
F6 1.35 -2.29 6.76
S1 -1.05 -1.23 7.70
O8 -1.96 -0.38 6.96
O9 -1.56 -2.58 7.89
O10 -0.53 -0.56 8.89

For the relative energy (zero: lowest compared OMol25 entry of this formula, charge and spin), the calculation gives 45.3 kcal per mole. Its HOMO-LUMO gap is 4.007 eV. The value obtained for the largest force on an atom is 0.0768 Eh/bohr. The calculation puts the total energy at -4189.12288 hartree. As for the net charge: +7. As for the HOMO energy: -18.41 eV.

---

Entry 3:
# C44H94F15N4O18

9 unconnected molecules or ions with the total composition C44H94F15N4O18 at a distorted geometry (wB97M-V/def2-TZVPD, OMol25).

Geometry (Å):
C1 -8.45 -17.81 -8.60
O1 -7.52 -16.85 -8.21
O2 -8.06 -18.19 -9.89
C2 -8.69 -18.82 -7.37
F1 -9.80 -18.47 -6.66
F2 -8.75 -20.10 -7.61
F3 -7.74 -18.76 -6.47
C3 -7.75 -15.93 -7.15
C4 -6.89 -14.65 -7.01
H1 -5.81 -14.76 -6.99
H2 -7.15 -13.93 -7.79
H3 -7.28 -14.03 -6.20
H4 -7.53 -16.35 -6.17
H5 -8.76 -15.51 -7.14
H6 -9.39 -17.27 -8.66
C5 -10.87 -13.66 -16.79
O3 -12.03 -14.09 -17.42
O4 -10.78 -14.35 -15.54
C6 -9.70 -13.79 -17.77
F4 -9.41 -15.06 -18.09
F5 -10.00 -13.14 -18.88
F6 -8.53 -13.24 -17.46
C7 -12.79 -13.10 -18.18
C8 -14.06 -13.70 -18.66
H7 -14.63 -12.97 -19.24
H8 -13.86 -14.41 -19.46
H9 -14.62 -14.12 -17.82
H10 -12.33 -12.74 -19.10
H11 -13.08 -12.21 -17.62
H12 -10.98 -12.58 -16.72
C9 -9.12 -20.09 -15.04
O5 -9.03 -21.35 -14.30
O6 -9.20 -19.08 -14.05
C10 -7.99 -20.06 -16.15
F7 -8.17 -20.84 -17.17
F8 -7.78 -18.85 -16.66
F9 -6.79 -20.42 -15.73
C11 -9.50 -22.56 -15.00
C12 -9.03 -23.67 -13.99
H13 -7.95 -23.58 -13.91
H14 -9.60 -23.75 -13.07
H15 -9.03 -24.64 -14.50
H16 -8.95 -22.78 -15.91
H17 -10.56 -22.61 -15.25
H18 -10.09 -20.12 -15.54
C13 -13.98 -16.73 -9.18
O7 -14.69 -15.67 -9.81
O8 -14.99 -17.45 -8.51
C14 -12.84 -17.43 -9.97
F10 -11.87 -16.66 -10.53
F11 -12.11 -18.31 -9.21
F12 -13.31 -18.09 -11.01
C15 -14.04 -14.83 -10.77
C16 -15.14 -13.89 -11.36
H19 -14.66 -13.05 -11.86
H20 -15.87 -14.37 -12.02
H21 -15.78 -13.53 -10.55
H22 -13.66 -15.42 -11.61
H23 -13.24 -14.26 -10.30
H24 -13.46 -16.09 -8.48
C17 -11.97 -10.39 -7.37
O9 -12.90 -11.48 -7.05
O10 -11.75 -9.82 -6.06
C18 -10.80 -10.92 -8.26
F13 -11.29 -11.25 -9.48
F14 -9.81 -10.04 -8.56
F15 -10.18 -11.99 -7.78
C19 -13.61 -12.25 -8.08
C20 -14.49 -13.20 -7.43
H25 -13.93 -13.88 -6.79
H26 -15.15 -12.68 -6.73
H27 -15.13 -13.68 -8.17
H28 -12.86 -12.80 -8.66
H29 -14.10 -11.51 -8.71
H30 -12.49 -9.67 -8.01
C21 -4.46 -21.49 -9.39
O11 -5.52 -21.74 -10.30
C22 -5.66 -20.74 -11.32
C23 -6.83 -21.01 -12.17
N1 -8.14 -20.71 -11.45
H31 -8.11 -19.76 -11.10
H32 -8.90 -20.75 -12.11
C24 -8.58 -21.61 -10.35
C25 -10.08 -21.47 -10.07
O12 -10.86 -21.87 -11.19
C26 -11.42 -20.77 -11.83
H33 -4.56 -22.22 -8.59
H34 -4.38 -20.46 -9.02
H35 -3.52 -21.68 -9.91
H36 -4.77 -20.98 -11.91
H37 -5.57 -19.77 -10.83
H38 -6.86 -22.04 -12.51
H39 -6.74 -20.38 -13.06
H40 -7.95 -21.24 -9.53
H41 -8.40 -22.66 -10.58
H42 -10.28 -20.45 -9.72
H43 -10.45 -22.18 -9.33
H44 -10.94 -19.80 -11.70
H45 -12.49 -20.66 -11.62
H46 -11.42 -20.94 -12.91
C27 -3.08 -16.55 -16.63
O13 -3.59 -15.23 -16.90
C28 -3.35 -14.72 -18.17
C29 -4.23 -13.44 -18.29
N2 -3.96 -12.44 -17.13
H47 -2.97 -12.57 -17.00
H48 -4.11 -11.54 -17.55
C30 -4.65 -12.52 -15.79
C31 -6.21 -12.43 -15.86
O14 -6.65 -12.43 -14.51
C32 -7.91 -11.65 -14.32
H49 -3.43 -17.30 -17.34
H50 -3.40 -16.92 -15.65
H51 -1.99 -16.67 -16.62
H52 -3.50 -15.55 -18.86
H53 -2.29 -14.49 -18.21
H54 -5.30 -13.58 -18.43
H55 -3.85 -12.93 -19.18
H56 -4.21 -11.73 -15.18
H57 -4.33 -13.40 -15.24
H58 -6.59 -13.39 -16.19
H59 -6.57 -11.69 -16.58
H60 -7.73 -10.64 -13.96
H61 -8.23 -12.20 -13.43
H62 -8.66 -11.81 -15.10
C33 -2.08 -18.84 -10.95
O15 -3.26 -18.53 -10.19
C34 -3.06 -17.55 -9.21
C35 -4.42 -16.96 -8.79
N3 -5.29 -16.58 -10.00
H63 -4.86 -17.19 -10.68
H64 -6.19 -17.03 -9.95
C36 -5.51 -15.16 -10.59
C37 -4.20 -14.58 -11.17
O16 -3.56 -15.51 -11.98
C38 -2.46 -15.02 -12.75
H65 -1.22 -19.00 -10.31
H66 -2.09 -17.98 -11.62
H67 -2.26 -19.79 -11.47
H68 -2.44 -16.80 -9.70
H69 -2.49 -18.00 -8.40
H70 -4.32 -16.04 -8.21
H71 -4.96 -17.70 -8.21
H72 -6.00 -14.52 -9.86
H73 -6.18 -15.33 -11.43
H74 -3.57 -14.11 -10.41
H75 -4.50 -13.73 -11.78
H76 -2.12 -15.96 -13.18
H77 -1.62 -14.70 -12.13
H78 -2.77 -14.36 -13.56
C39 -4.99 -17.96 -13.50
O17 -6.00 -17.00 -13.34
C40 -6.39 -16.35 -14.59
C41 -7.56 -15.38 -14.40
N4 -8.85 -16.08 -13.89
H79 -9.64 -15.73 -14.41
H80 -8.74 -17.04 -14.17
C42 -9.05 -16.34 -12.41
C43 -9.38 -15.13 -11.56
O18 -8.36 -14.16 -11.63
C44 -8.68 -12.86 -11.07
H81 -5.25 -18.60 -14.34
H82 -4.85 -18.57 -12.61
H83 -4.04 -17.44 -13.64
H84 -6.59 -16.94 -15.49
H85 -5.58 -15.67 -14.86
H86 -7.69 -14.88 -15.36
H87 -7.33 -14.59 -13.68
H88 -8.06 -16.72 -12.15
H89 -9.76 -17.15 -12.26
H90 -9.46 -15.35 -10.49
H91 -10.40 -14.78 -11.69
H92 -7.77 -12.26 -11.01
H93 -9.16 -12.98 -10.10
H94 -9.51 -12.42 -11.62

For the relative energy (zero: lowest compared OMol25 entry of this formula, charge and spin), the calculation gives 133.5 kcal per mole. Its HOMO-LUMO gap is 1.756 eV. The value obtained for the largest force on an atom is 0.0999 Eh/bohr. The calculation puts the total energy at -4803.62446 hartree. As for the net charge: -1. As for the HOMO energy: -2.66 eV.